*P*
14
Properties=species:S:1:pos:R:3 method="wB97M-V/def2-TZVPD" charge=0 homo_lumo_gap_ev=9.3 homo_energy_ev=-8.95 lumo_ev=0.31
C 0.879 0.498 0.910
C -0.122 0.355 -0.036
C -1.422 0.571 0.098
C -2.107 0.115 -1.071
H 2.675 -0.602 0.103
H 1.805 -1.372 1.321
H 0.011 -0.207 1.838
H 1.269 1.644 1.092
H -1.965 1.058 0.810
H 0.956 -0.873 -1.391
N 1.909 -0.384 0.951
N 0.222 -0.187 -1.127
O -3.128 0.035 -1.713
O -0.984 -0.651 -1.785

*Q*
14
Properties=species:S:1:pos:R:3 method="wB97M-V/def2-TZVPD" charge=0 homo_lumo_gap_ev=9.1 homo_energy_ev=-8.26 lumo_ev=0.87
C -0.123 -0.582 -0.577
C 0.134 0.271 0.368
C -1.682 0.906 0.683
C 2.463 0.302 0.257
N -1.496 -0.896 -0.864
N -2.310 0.038 -0.147
O -2.058 1.830 1.317
O 1.279 0.809 0.772
H 0.513 -1.132 -1.258
H 2.200 -0.752 0.211
H 3.367 0.704 0.863
H 2.798 0.508 -0.711
H -1.756 -1.815 -0.770
H -3.330 -0.190 -0.145

*R*
14
Properties=species:S:1:pos:R:3 method="wB97M-V/def2-TZVPD" charge=0 homo_lumo_gap_ev=10.2 homo_energy_ev=-9.29 lumo_ev=0.87
C 0.209 0.377 1.158
C -0.219 0.124 -1.056
C 0.282 -1.270 -1.624
C -0.009 -0.668 0.173
H -0.520 2.339 0.610
H -2.100 0.344 -0.330
H 0.556 0.778 -1.380
H 0.924 -1.130 -2.443
H -0.380 -2.076 -1.605
H -0.869 -1.181 0.608
N -0.885 1.240 0.675
N -1.325 0.882 -0.558
O 0.988 0.797 1.976
O 1.047 -1.461 -0.500

Stability summary: most stable *Q*, least stable *P*.

*P*
14
Properties=species:S:1:pos:R:3 method="wB97M-V/def2-TZVPD" charge=0 homo_lumo_gap_ev=8.3 homo_energy_ev=-7.48 lumo_ev=0.83
C -2.389 0.568 1.640
C -1.427 0.180 0.712
C -1.294 -0.560 -0.362
C 0.707 0.047 -0.193
H -1.994 1.296 2.424
H -3.322 1.130 1.195
H -2.777 -0.352 2.058
H -2.178 -1.270 -0.676
H 3.441 -0.041 -1.312
H 0.407 1.063 1.607
N 1.902 0.218 -0.452
N -0.045 0.611 0.859
O -0.167 -0.598 -1.034
O 2.647 -0.532 -1.332

*Q*
14
Properties=species:S:1:pos:R:3 method="wB97M-V/def2-TZVPD" charge=0 homo_lumo_gap_ev=9.6 homo_energy_ev=-9.18 lumo_ev=0.42
C 0.165 0.721 1.088
C 0.031 0.358 -0.220
C -1.550 -1.445 -0.156
C 2.069 1.279 -0.938
H 0.938 1.248 1.751
H -0.630 0.275 1.633
H -1.767 0.170 -1.503
H -2.372 -2.044 -0.612
H -0.524 -1.797 1.733
H 2.463 1.421 -1.912
N -1.142 -0.214 -0.729
N -1.264 -2.024 0.961
O 0.894 0.698 -1.279
O 2.690 1.354 0.182

Stability summary: most stable *Q*, least stable *P*.

*P*
14
Properties=species:S:1:pos:R:3 method="wB97M-V/def2-TZVPD" charge=0 homo_lumo_gap_ev="7.4 / 7.1" homo_energy_ev="-8.00 / -7.54" lumo_ev="-0.63 / -0.41"
C 0.014 -1.075 -0.086
C -1.350 -0.732 -0.117
C 1.294 -0.446 0.056
C -2.026 0.409 0.199
N 1.402 0.928 -0.094
N 2.633 1.315 0.000
O 2.331 -1.117 0.219
O -3.351 0.549 0.127
H 0.174 -2.146 -0.185
H -1.994 -1.561 -0.413
H -1.527 1.307 0.537
H 3.317 0.562 0.169
H 2.849 2.273 -0.216
H -3.765 -0.265 -0.195

*Q*
14
Properties=species:S:1:pos:R:3 method="wB97M-V/def2-TZVPD" charge=0 smiles="C[C@@](O)(C#N)C(N)=O" homo_lumo_gap_ev=11.2 homo_energy_ev=-10.64 lumo_ev=0.51
C -1.019 -0.442 1.656
C 0.077 1.337 0.424
C -0.480 -0.972 -0.655
C -0.986 0.092 0.296
N -1.085 -0.705 2.781
N 1.274 0.954 1.021
O -0.275 2.481 0.160
O -2.319 0.504 -0.081
H -0.891 -1.866 -0.281
H -0.497 -0.474 -1.595
H 0.678 -1.029 -0.506
H 1.267 -0.081 1.237
H 1.904 1.743 1.240
H -2.273 1.440 -0.359

*R*
14
Properties=species:S:1:pos:R:3 method="wB97M-V/def2-TZVPD" charge=0 smiles=Nc1[nH]c(O)cc1O homo_lumo_gap_ev=7.2 homo_energy_ev=-6.56 lumo_ev=0.61
N -0.634 -0.917 0.538
C -1.014 0.284 1.043
C 0.483 -0.647 -0.430
C 0.728 0.707 -0.306
N 0.979 -1.544 -1.346
C -0.160 1.276 0.632
O -2.007 0.379 1.970
O 1.800 1.317 -0.913
H -2.688 -0.275 1.764
H 1.840 2.230 -0.601
H -1.201 -1.712 0.306
H 0.350 -2.241 -1.723
H 1.576 -1.095 -2.036
H -0.051 2.237 1.101

*S*
14
Properties=species:S:1:pos:R:3 method="wB97M-V/def2-TZVPD" charge=0 smiles="[H]/N=C(/C)N(C=O)C=O" homo_lumo_gap_ev=10.4 homo_energy_ev=-10.34 lumo_ev=0.06
C -1.536 0.751 0.689
C -0.741 -0.157 -0.213
C 1.364 1.045 -0.609
C 1.265 -1.203 0.286
H -2.491 0.970 0.244
H -1.881 0.244 1.580
H -0.920 1.606 1.010
H -0.682 -1.624 -1.395
H 0.928 1.742 -1.366
H 0.544 -1.924 0.708
N -1.371 -1.112 -0.813
N 0.595 -0.077 -0.317
O 2.497 1.181 -0.091
O 2.429 -1.442 0.286

Stability summary: most stable *Q*, least stable *P*.

*P*
14
Properties=species:S:1:pos:R:3 method="wB97M-V/def2-TZVPD" charge=0 homo_lumo_gap_ev=9.2 homo_energy_ev=-9.13 lumo_ev=0.03
C 0.074 -1.846 0.535
C -1.123 -1.066 0.401
C -1.097 0.441 0.165
C 0.245 2.160 -1.068
H 1.063 -0.118 0.815
H 2.069 -1.670 0.944
H 0.155 -2.930 0.594
H -2.214 -1.431 0.614
H 0.598 0.317 -1.001
H 1.375 1.986 -1.458
N 1.264 -1.121 0.388
N 0.022 0.906 -0.531
O -1.902 1.251 0.610
O -0.530 3.121 -1.007

*Q*
14
Properties=species:S:1:pos:R:3 method="wB97M-V/def2-TZVPD" charge=0 homo_lumo_gap_ev=10.0 homo_energy_ev=-9.18 lumo_ev=0.81
C 1.367 0.474 -1.429
C -0.489 0.606 1.907
C -0.822 -0.573 1.452
C -0.867 -0.559 -0.023
H 1.247 -0.613 -1.490
H 2.141 0.763 -0.671
H 1.788 0.706 -2.508
H -0.531 0.823 3.009
H -1.094 -1.457 2.066
H -1.304 -2.340 -0.681
N -0.587 0.905 -0.264
N -1.081 -1.343 -0.987
O 0.174 1.144 -1.396
O 0.059 1.463 1.015

Stability summary: most stable *P*, least stable *Q*.

*P*
17
Properties=species:S:1:pos:R:3 method="wB97M-V/def2-TZVPD" charge=0 smiles="CC[C@@H](O)CC=O" homo_lumo_gap_ev=10.9 homo_energy_ev=-10.04 lumo_ev=0.86
C 2.277 -0.242 -0.340
C 0.825 0.084 -0.671
C -0.141 -0.495 0.370
O 0.131 -0.065 1.693
C -1.613 -0.233 0.043
C -1.993 1.218 -0.126
O -1.292 2.156 0.179
H 2.966 0.258 -1.029
H 2.509 0.086 0.677
H 2.465 -1.320 -0.397
H 0.691 1.168 -0.735
H 0.562 -0.332 -1.655
H 0.009 -1.583 0.389
H -0.329 0.772 1.816
H -2.218 -0.592 0.890
H -1.946 -0.789 -0.841
H -3.016 1.397 -0.518

*Q*
17
Properties=species:S:1:pos:R:3 method="wB97M-V/def2-TZVPD" charge=0 smiles="COC[C@@H](C)C=O" homo_lumo_gap_ev=10.5 homo_energy_ev=-9.56 lumo_ev=0.94
C 2.373 -0.028 0.595
O 1.564 -0.105 -0.557
C 0.335 -0.783 -0.385
C -0.832 0.157 -0.732
C -2.183 -0.421 -0.330
C -0.574 1.490 -0.055
O -1.211 1.902 0.888
H 1.785 0.206 1.494
H 3.091 0.780 0.431
H 2.926 -0.963 0.769
H 0.220 -1.130 0.653
H 0.315 -1.669 -1.034
H -0.793 0.340 -1.816
H -2.981 0.300 -0.530
H -2.406 -1.342 -0.880
H -2.207 -0.638 0.742
H 0.270 2.074 -0.471

Stability summary: most stable *P*, least stable *Q*.

*P*
17
Properties=species:S:1:pos:R:3 method="wB97M-V/def2-TZVPD" charge=0 smiles="O=CCCO.C=C" homo_lumo_gap_ev=11.0 homo_energy_ev=-10.05 lumo_ev=0.93
O -1.412 1.178 -2.345
C -1.622 0.709 -1.035
C 0.859 0.893 -0.556
C -0.534 1.171 -0.060
C 0.650 -1.494 2.007
C 1.368 -1.803 0.934
O 1.118 0.246 -1.550
H -0.597 0.748 -2.643
H -1.703 -0.388 -1.009
H -2.589 1.106 -0.713
H 1.681 1.322 0.051
H -0.637 0.649 0.905
H -0.616 2.247 0.144
H -0.400 -1.767 2.091
H 1.082 -0.959 2.850
H 0.934 -2.327 0.086
H 2.418 -1.531 0.845

*Q*
17
Properties=species:S:1:pos:R:3 method="wB97M-V/def2-TZVPD" charge=0 smiles="C=C[C@H](CO)OC" homo_lumo_gap_ev=10.6 homo_energy_ev=-9.57 lumo_ev=1.01
C 2.127 0.980 -0.317
O 0.723 0.983 -0.347
C 0.137 -0.289 -0.515
C 0.168 -1.179 0.776
O -1.152 -1.560 1.110
C -1.344 -0.097 -0.752
C -2.035 0.818 -0.068
H 2.523 0.427 0.547
H 2.553 0.548 -1.236
H 2.443 2.025 -0.240
H 0.618 -0.805 -1.363
H 0.625 -0.612 1.604
H 0.751 -2.098 0.628
H -1.842 -0.863 -1.342
H -3.119 0.872 -0.107
H -1.670 -0.716 1.105
H -1.505 1.566 0.516

*R*
17
Properties=species:S:1:pos:R:3 method="wB97M-V/def2-TZVPD" charge=0 smiles="C=COC(C)(C)O" homo_lumo_gap_ev=9.0 homo_energy_ev=-8.26 lumo_ev=0.72
C 0.813 -0.410 -0.483
C 1.424 0.428 0.554
C 0.827 -1.904 -0.237
C -1.500 0.731 0.266
C -2.713 1.262 0.334
O -0.924 -0.078 -0.558
O 1.253 -0.166 -1.765
H 1.046 0.738 -2.017
H -0.705 1.115 1.112
H 2.275 -0.023 1.047
H 0.573 -2.128 0.796
H 1.633 1.459 0.260
H 0.535 0.675 1.367
H 1.805 -2.323 -0.470
H 0.091 -2.357 -0.896
H -3.489 0.935 -0.341
H -2.942 2.045 1.034

Stability summary: most stable *P*, least stable *R*.

*P*
17
Properties=species:S:1:pos:R:3 method="wB97M-V/def2-TZVPD" charge=0 homo_lumo_gap_ev=3.6 homo_energy_ev=-7.58 lumo_ev=-3.93
O 1.407 2.471 0.258
C 1.422 2.243 1.485
O 0.547 2.250 2.371
C 0.575 -2.063 -0.281
C -0.738 -1.801 -0.698
C -1.374 -0.601 -1.185
C -0.536 0.620 -1.305
H 2.432 1.899 1.822
H 0.954 -3.039 0.037
H 1.256 -1.152 -0.240
H -0.407 -0.345 1.824
H -1.323 -2.669 -0.553
H -0.991 0.006 1.626
H -2.403 -0.564 -1.138
H 0.470 0.365 -1.668
H -0.353 1.111 -0.359
H -0.938 1.268 -1.997

*Q*
17
Properties=species:S:1:pos:R:3 method="wB97M-V/def2-TZVPD" charge=0 smiles=OC[C@H]1CCCO1 homo_lumo_gap_ev=10.7 homo_energy_ev=-9.74 lumo_ev=0.98
O 2.726 0.040 -0.480
C 1.737 -0.789 0.074
C 0.369 -0.509 -0.561
C -0.837 -0.884 0.320
C -1.757 0.336 0.200
C -0.739 1.456 0.040
O 0.271 0.907 -0.793
H 2.286 0.897 -0.597
H 1.669 -0.656 1.168
H 2.032 -1.827 -0.116
H 0.317 -0.987 -1.547
H -0.518 -1.008 1.363
H -1.316 -1.814 0.003
H -2.412 0.474 1.066
H -2.379 0.266 -0.699
H -0.318 1.749 1.014
H -1.129 2.350 -0.455

*R*
17
Properties=species:S:1:pos:R:3 method="wB97M-V/def2-TZVPD" charge=0 homo_lumo_gap_ev=9.5 homo_energy_ev=-8.46 lumo_ev=1.03
C -1.439 0.433 -1.513
C -0.695 0.373 -0.200
O -0.982 -0.839 0.456
C -0.222 -0.885 1.599
C 1.382 0.132 1.058
C 0.861 0.371 -0.321
O 1.271 -0.656 -1.194
H -2.520 0.387 -1.357
H -1.137 -0.392 -2.161
H -1.204 1.370 -2.024
H -1.009 1.187 0.470
H -0.166 -1.941 1.913
H 0.013 -0.017 2.165
H 1.574 1.100 1.597
H 2.266 -0.484 1.164
H 1.175 1.320 -0.769
H 0.832 -1.460 -0.885

Stability summary: most stable *Q*, least stable *P*.

*P*
45
Properties=species:S:1:pos:R:3 method="wB97M-V/def2-TZVPD" charge=0 smiles="C=CCn1c(COc2cccc3ccc(C)nc23)nnc1SCC(N)=O" homo_lumo_gap_ev=8.7 homo_energy_ev=-8.57 lumo_ev=0.11
C -0.940 -1.354 -2.460
C -0.840 -0.153 -1.924
C -1.148 0.207 -0.500
N -1.427 -0.938 0.326
C -2.642 -1.334 0.798
N -2.525 -2.443 1.488
N -1.228 -2.792 1.480
C -0.574 -1.904 0.788
C 0.890 -1.943 0.519
H 1.359 -2.590 1.272
H 1.070 -2.373 -0.479
O 1.375 -0.623 0.580
C 2.535 -0.311 -0.050
C 3.533 -1.202 -0.362
C 4.713 -0.759 -0.978
C 4.899 0.560 -1.283
C 3.889 1.498 -0.996
C 3.990 2.874 -1.298
C 2.944 3.705 -1.015
C 1.772 3.168 -0.435
N 1.658 1.901 -0.134
C 2.684 1.065 -0.387
C 0.600 4.053 -0.152
H 0.196 4.449 -1.083
H 0.906 4.896 0.466
H -0.174 3.492 0.363
H 2.992 4.761 -1.233
H 4.898 3.248 -1.751
H 5.812 0.899 -1.750
H 5.481 -1.483 -1.204
H 3.429 -2.248 -0.121
S -4.105 -0.452 0.491
C -5.333 -1.596 1.197
H -6.275 -1.320 0.725
H -5.034 -2.605 0.919
C -5.465 -1.445 2.713
O -6.363 -0.811 3.219
N -4.518 -2.105 3.398
H -4.509 -2.025 4.401
H -3.726 -2.523 2.912
H -0.293 0.757 -0.085
H -2.030 0.857 -0.471
H -0.504 0.689 -2.513
H -0.695 -1.534 -3.492
H -1.277 -2.213 -1.901

*Q*
45
Properties=species:S:1:pos:R:3 method="wB97M-V/def2-TZVPD" charge=0 homo_lumo_gap_ev=7.9 homo_energy_ev=-8.28 lumo_ev=-0.34
C -1.894 1.044 -1.919
C -1.988 0.506 -0.678
N -3.239 -0.054 -0.295
N -3.079 -0.683 0.862
S -1.447 -0.627 1.490
C -0.883 0.176 0.355
C 0.546 0.508 0.404
C 1.495 -0.297 0.408
C 2.628 0.456 0.124
N 2.315 1.741 -0.272
N 0.743 1.658 -0.223
C 0.191 2.797 -0.651
C -0.690 3.337 0.013
C -1.592 4.518 -0.189
C -0.959 5.275 -1.345
C 0.208 4.879 -1.743
C 0.962 3.799 -1.502
H 1.767 3.413 -1.959
H 0.478 5.639 -2.735
H -1.527 6.212 -1.361
H -2.379 4.741 0.228
H -1.360 2.604 1.089
C 3.949 0.118 0.397
H 4.156 -0.427 1.474
H 4.191 -0.612 -0.703
H 4.669 1.085 0.273
C 1.661 -1.565 1.161
O 1.792 -1.780 2.216
N 0.899 -2.631 0.576
C 0.453 -2.420 -0.856
H -0.740 -2.169 -1.033
C 0.606 -3.881 -1.711
O -0.280 -4.789 -0.972
C -0.313 -4.626 0.388
H -0.505 -5.629 0.854
C 0.516 -3.860 1.079
H 0.550 -3.752 1.953
H 1.613 -4.427 1.195
H -1.411 -4.057 0.575
H 1.505 -4.249 -1.454
H 0.317 -3.667 -2.490
H 0.953 -1.833 -1.196
H -2.130 1.942 -1.901
H -0.722 0.896 -2.332
H -2.605 0.347 -2.733

Stability summary: most stable *P*, least stable *Q*.